Record 1
{"formula": "C8H14N2O3", "method": "wB97M-V/def2-TZVPD", "species": ["C", "C", "C", "C", "C", "C", "C", "C", "H", "H", "H", "H", "H", "H", "H", "H", "H", "H", "H", "H", "H", "H", "N", "N", "O", "O", "O"], "xyz": [[0.67006, -1.10015, -0.32655], [1.13164, 0.26152, -0.67492], [0.82904, -1.94500, -1.52153], [-0.42433, -1.65269, -2.32192], [-1.42927, -1.90489, -1.11835], [0.21110, 1.41531, 1.56753], [-1.21355, 1.97247, 1.22004], [1.06810, 2.33156, 2.40231], [-0.79193, -1.61030, 0.92229], [1.15969, -1.22192, 0.62330], [0.73503, -3.02371, -1.35964], [1.69949, -1.73802, -2.12834], [-0.56184, -0.63119, -2.76297], [-0.57444, -2.48118, -3.06075], [-1.42931, -2.91753, -0.79885], [-2.43746, -1.67869, -1.44414], [1.06549, 2.18967, -0.09465], [0.23733, 0.36763, 2.02069], [1.06404, 3.35799, 1.98465], [2.05591, 1.96263, 2.46223], [0.73754, 2.53827, 3.48179], [-1.94658, 0.38882, 0.19795], [-0.88234, -1.00226, 0.00863], [0.88457, 1.27381, 0.24910], [1.66346, 0.52164, -1.70925], [-1.41299, 3.14035, 1.50238], [-2.10845, 1.18585, 0.67897]], "forces_ev_per_angstrom": [[-1.5, 1.7, 1.0], [-1.2, 2.0, 1.7], [0.2, -1.2, -1.4], [-1.8, -1.2, 0.9], [0.3, 2.0, -0.8], [0.0, -2.5, -0.8], [1.5, 0.8, 1.5], [-1.4, 2.0, 1.6], [-1.3, 1.5, -2.2], [0.5, -1.3, 0.3], [0.5, 0.1, 0.4], [0.5, 0.1, 0.4], [0.4, -1.0, 0.4], [0.0, 1.1, 0.3], [0.2, -1.0, 0.1], [-0.3, 0.5, 0.5], [0.5, 0.5, -0.7], [-0.6, 1.3, -0.4], [0.2, -0.6, -0.1], [1.1, -0.4, -0.1], [0.0, -0.8, -1.5], [1.9, -1.5, -0.2], [2.0, -3.8, 0.5], [0.0, -0.2, 0.2], [1.0, 0.6, -1.6], [-0.4, -1.2, -0.6], [-2.2, 2.7, 0.7]], "mulliken_charge": [-0.1462, 0.3470, -0.9403, -0.5741, -0.6564, 0.4751, 0.4091, -1.5929, 0.2633, 0.6411, 0.3502, 0.3745, 0.3058, 0.3386, 0.3705, 0.3263, 0.2675, 0.3140, 0.3413, 0.4674, 0.3109, 0.4969, -0.5566, -0.1762, -0.6371, -0.5821, -0.5374], "lumo_ev": 0.4, "smiles": "C[C@H](NC(=O)[C@@H]1CCCN1)C(=O)O"}

Record 2
{"formula": "C28H14Cl6NO2PS5Ti", "method": "wB97M-V/def2-TZVPD", "species": ["Ti", "O", "C", "S", "C", "C", "S", "S", "S", "Cl", "C", "C", "C", "C", "C", "C", "P", "C", "C", "C", "C", "C", "C", "C", "C", "C", "C", "C", "C", "H", "H", "H", "H", "H", "H", "H", "H", "H", "H", "H", "H", "H", "H", "Cl", "C", "C", "Cl", "C", "Cl", "C", "O", "C", "Cl", "C", "Cl", "S", "C", "N"], "xyz": [[-0.66047, 0.33177, 2.11462], [-6.51176, -0.17174, 5.58929], [-5.51263, -0.18070, 4.91565], [-5.33759, 0.71061, 3.39872], [-3.68490, 0.23078, 3.06152], [-3.08234, -0.57056, 3.95466], [-1.45973, -1.20215, 3.81769], [-4.02998, -1.03399, 5.35706], [-2.93105, 0.82042, 1.59040], [0.03526, 3.33851, 0.97833], [-0.43924, 3.52839, -0.68189], [-0.70231, 4.80198, -1.15795], [-1.10348, 4.95955, -2.47458], [-1.24284, 3.85034, -3.29647], [-0.97401, 2.58361, -2.80281], [-0.55820, 2.39670, -1.48665], [-0.23315, 0.75828, -0.72703], [1.57490, 0.56315, -0.95038], [2.44745, 1.64547, -0.86718], [3.82043, 1.44542, -0.86723], [4.34040, 0.16257, -0.94310], [3.47967, -0.92213, -1.03826], [2.10881, -0.72332, -1.04469], [-0.91176, -0.43146, -1.92496], [-2.07066, -1.11471, -1.57018], [-2.63065, -2.03697, -2.44352], [-2.03156, -2.28910, -3.66745], [-0.86926, -1.61653, -4.02448], [-0.31140, -0.69314, -3.15665], [-0.59996, 5.64967, -0.49532], [-1.31673, 5.95036, -2.85319], [-1.56664, 3.97061, -4.32163], [-1.10022, 1.72235, -3.44501], [2.06154, 2.65316, -0.79973], [4.48382, 2.29751, -0.79605], [5.41119, 0.00717, -0.92568], [3.87358, -1.92903, -1.09713], [1.44463, -1.57611, -1.11442], [-2.52368, -0.93268, -0.60278], [-3.52852, -2.56837, -2.15624], [-2.46334, -3.01673, -4.34298], [-0.39442, -1.81830, -4.97629], [0.60434, -0.18160, -3.42859], [4.26260, -5.15389, 2.08351], [2.98813, -4.02356, 1.80947], [3.06694, -2.73500, 2.33277], [4.44994, -2.24231, 3.23514], [2.03628, -1.83900, 2.11151], [2.10949, -0.20859, 2.68527], [0.89364, -2.17514, 1.36682], [-0.02064, -1.30216, 1.09709], [0.84750, -3.47489, 0.83030], [-0.50622, -3.86892, -0.16001], [1.87368, -4.38198, 1.05204], [1.77336, -5.96448, 0.37386], [1.08875, 3.64830, 5.16812], [0.37655, 2.56657, 4.21266], [-0.14355, 1.78598, 3.50399]], "forces_ev_per_angstrom": [[-0.2, -0.2, 0.2], [-0.1, -0.1, 0.0], [0.1, 0.1, 0.1], [0.0, 0.0, 0.0], [0.0, 0.0, 0.0], [0.0, 0.0, 0.0], [0.0, 0.2, -0.1], [0.0, 0.0, 0.0], [0.1, 0.0, 0.1], [0.0, 0.2, 0.0], [0.0, -0.1, 0.0], [0.0, 0.0, 0.0], [0.0, 0.0, 0.0], [0.0, 0.0, 0.0], [0.0, 0.0, 0.0], [0.0, -0.1, 0.0], [0.1, 0.2, 0.2], [0.0, 0.0, 0.0], [0.0, 0.0, -0.1], [0.0, 0.0, 0.0], [0.0, 0.0, 0.0], [0.0, 0.0, 0.0], [-0.1, 0.0, 0.0], [-0.1, 0.0, 0.1], [0.0, 0.0, 0.0], [0.0, 0.0, 0.0], [0.0, 0.0, 0.0], [0.0, 0.0, 0.0], [0.0, 0.0, 0.0], [0.0, 0.0, 0.0], [0.0, 0.0, 0.0], [0.0, 0.0, 0.0], [0.0, 0.0, 0.0], [0.0, 0.0, 0.0], [0.0, 0.0, 0.0], [0.0, 0.0, 0.0], [0.0, 0.0, 0.0], [0.0, 0.0, 0.0], [0.0, 0.0, 0.0], [0.0, 0.0, 0.0], [0.0, 0.0, 0.0], [0.0, 0.0, 0.0], [0.0, 0.0, 0.0], [0.0, 0.0, 0.0], [0.0, 0.0, 0.0], [0.0, 0.0, 0.0], [0.0, 0.0, 0.0], [0.0, 0.0, 0.1], [0.0, -0.1, 0.0], [0.1, 0.0, -0.1], [-0.1, 0.2, 0.3], [0.0, -0.1, 0.0], [0.1, 0.0, 0.0], [0.0, 0.0, 0.0], [0.0, 0.0, 0.0], [0.0, 0.0, 0.0], [0.0, 0.1, 0.1], [0.0, -0.3, -0.5]], "mulliken_charge": [0.4829, -0.6226, 0.5964, -0.1677, 0.1344, 0.2058, -0.5098, -0.1631, -0.4985, -0.0892, 0.3595, -0.7305, -0.4604, -0.8202, -0.5913, 0.2838, 1.1818, 0.9221, -0.6563, -0.7235, -0.7000, -0.6940, -0.5992, 0.4954, -0.3592, -0.5383, -0.4968, -0.8126, -0.1004, 0.4670, 0.3693, 0.3992, 0.3613, 0.2606, 0.4236, 0.3862, 0.4536, 0.5380, -0.0025, 0.4376, 0.3946, 0.4037, 0.5286, -0.2181, 0.4543, -0.0365, -0.2058, 0.9728, -0.2501, -1.4751, 0.0492, 0.6658, -0.1390, 0.1212, -0.2064, -0.4412, 0.4111, -0.4518], "spin_multiplicity": 2, "lumo_ev": [2.1, 2.1], "total_charge": -1}

Record 3
{"formula": "C19H24BrN3O2", "method": "wB97M-V/def2-TZVPD", "species": ["C", "C", "C", "C", "O", "C", "C", "C", "C", "C", "C", "Br", "C", "C", "C", "N", "C", "C", "C", "C", "O", "C", "N", "N", "C", "H", "H", "H", "H", "H", "H", "H", "H", "H", "H", "H", "H", "H", "H", "H", "H", "H", "H", "H", "H", "H", "H", "H", "H"], "xyz": [[-2.02788, 3.22659, -0.51624], [-1.57081, 2.14774, -0.25421], [-0.95989, 0.89926, 0.08530], [-1.73376, -0.21832, 0.27923], [-3.09344, -0.15229, 0.15456], [-3.73073, 0.27084, 1.36673], [-5.25141, 0.17059, 1.23243], [-5.73114, 0.21597, -0.23139], [-1.14077, -1.46449, 0.56959], [0.21286, -1.60158, 0.67708], [0.85269, -2.94188, 0.95576], [2.01974, -3.44475, -0.54783], [-0.13818, -4.08955, 1.15902], [0.52425, -5.44866, 1.40873], [1.02872, -0.43936, 0.53786], [2.37129, -0.54591, 0.75827], [3.07541, 0.53424, 0.59097], [2.49884, 1.77762, 0.21269], [3.39582, 2.95708, -0.03000], [3.89838, 3.04112, -1.48254], [5.14676, 2.36212, -1.52394], [2.90566, 2.50679, -2.53245], [2.93486, 1.04249, -2.66609], [1.21086, 1.92520, 0.04814], [0.45647, 0.80208, 0.22010], [-2.56604, 4.09438, -0.81557], [-3.44803, 1.30389, 1.59294], [-3.35947, -0.34241, 2.19455], [-5.60661, -0.76182, 1.67178], [-5.69635, 1.01259, 1.76135], [-5.21255, 0.99315, -0.78879], [-6.80378, 0.40969, -0.25037], [-5.55572, -0.74640, -0.70774], [-1.81964, -2.29807, 0.68032], [1.48785, -2.87351, 1.83835], [-0.73430, -4.15995, 0.24413], [-0.83017, -3.83453, 1.96378], [0.65798, -5.98559, 0.47335], [1.48000, -5.35258, 1.92227], [-0.13255, -6.06646, 2.02481], [4.14707, 0.46579, 0.74120], [4.27396, 2.88839, 0.61278], [2.86850, 3.88016, 0.20695], [4.05815, 4.09717, -1.73163], [5.53062, 2.49711, -2.39633], [3.19493, 2.94761, -3.49217], [1.90031, 2.87813, -2.32363], [2.91218, 0.77701, -3.64117], [2.09905, 0.64330, -2.25291]], "forces_ev_per_angstrom": [[-0.4, -0.3, -0.1], [0.2, 0.2, 0.1], [-0.2, 0.3, -0.1], [0.2, 0.1, -0.1], [0.1, -0.2, 0.1], [-0.2, 0.2, 0.3], [0.1, -0.1, -0.7], [0.0, 0.0, 0.5], [-0.2, 0.1, -0.1], [0.2, -0.2, 0.0], [-0.4, -0.2, 0.3], [0.0, 0.1, 0.0], [0.1, 0.0, -0.5], [-0.5, 0.0, 0.2], [0.3, -0.1, 0.2], [-0.1, 0.1, -0.1], [-0.1, -0.3, 0.0], [0.2, 0.4, 0.0], [0.0, 0.0, -0.2], [-0.1, 0.0, 0.0], [0.0, 0.2, 0.0], [0.3, -0.1, -0.4], [-0.4, 0.2, 0.1], [0.1, -0.5, 0.1], [-0.3, 0.0, 0.0], [0.2, 0.1, 0.1], [0.1, 0.0, -0.2], [-0.1, -0.1, 0.0], [-0.1, 0.1, 0.2], [0.0, -0.1, 0.2], [0.0, 0.0, -0.1], [0.0, 0.0, -0.1], [0.1, 0.1, -0.2], [0.1, 0.0, 0.0], [0.3, 0.1, -0.2], [-0.1, 0.0, 0.1], [0.1, 0.1, 0.1], [0.3, 0.0, 0.0], [0.0, 0.0, 0.0], [0.1, 0.0, 0.0], [0.0, 0.0, 0.0], [0.0, 0.1, 0.0], [-0.2, -0.1, 0.0], [0.0, 0.1, 0.2], [0.0, -0.2, 0.0], [0.0, 0.0, 0.0], [0.0, 0.1, 0.1], [0.1, 0.0, 0.0], [0.1, -0.1, 0.0]], "mulliken_charge": [-0.0197, -0.9292, 0.5222, -0.2441, -0.6064, -0.4819, -0.5078, -1.0335, 0.0095, 0.4219, 0.0685, -0.1093, -0.5853, -1.3355, 0.0323, -0.3745, -0.5834, 0.5436, -1.4073, 0.1748, -0.5584, -0.7758, -0.4754, -0.5056, 0.0748, 0.5226, 0.3065, 0.3502, 0.2711, 0.3335, 0.2635, 0.4072, 0.2396, 0.4382, 0.5396, 0.3671, 0.3801, 0.3557, 0.3164, 0.3880, 0.4716, 0.4039, 0.4011, 0.3797, 0.3204, 0.5570, 0.2798, 0.2584, 0.1345], "lumo_ev": -0.3, "smiles": "C#Cc1c(OCCC)cc([C@H](Br)CC)c2ncc(C[C@@H](O)CN)nc12"}